[1]
The following is a DFT calculation (wB97M-V/def2-TZVPD) of a structure of composition C23H48NO11S5 in a non-equilibrium geometry.

Computed properties:
LUMO level = -2.6660 eV
Frontier orbital gap = 9.328 eV
Multiplicity = 1
Charge = +1

Each line ends with the Löwdin charge.
CARTESIAN COORDINATES (ANGSTROEM)
S: -5.1581 1.1956 0.4531  0.658
S: 0.2447 -0.3980 2.9877  0.660
S: 3.6407 -2.5217 1.7849  0.655
S: -2.6019 1.3474 -3.9628  0.658
S: 4.0663 0.5874 -3.7758  0.612
O: -1.8140 1.1234 -2.7725  -0.345
O: -3.0099 0.2659 -4.7703  -0.292
O: -3.7630 1.0594 0.3714  -0.289
O: 4.5951 0.4079 -5.0792  -0.282
O: 0.0833 -0.6665 1.6010  -0.312
O: 2.7865 1.1716 -3.6115  -0.310
O: 1.6520 -0.1430 3.3899  -0.300
O: -1.3773 -3.2882 -1.7827  0.099
O: -5.9986 1.6970 -0.6343  -0.302
O: 3.0788 -3.1190 2.9548  -0.299
O: 2.8119 -2.4172 0.6175  -0.328
N: 0.4775 -1.8216 -0.8341  0.155
C: -2.6301 3.8157 -4.8443  -0.222
C: -6.0661 1.3999 2.9460  -0.140
C: 4.1291 -1.0202 -2.9761  -0.250
C: -5.8127 -0.1191 2.6582  -0.225
C: -1.6429 0.6023 4.4407  -0.143
C: -5.4709 2.1493 1.7763  -0.300
C: -4.0334 3.2885 -4.5776  -0.287
C: -2.0909 -1.5166 -0.3333  -0.001
C: 5.0790 -3.4591 1.3790  -0.210
C: -1.7929 2.5920 -4.9824  -0.214
C: -4.0248 2.3644 -3.4493  -0.239
C: -0.9341 -0.6486 5.0591  -0.282
C: -5.8554 -0.2320 1.2862  -0.259
C: -0.6761 1.0106 3.3619  -0.212
C: 5.9303 0.0427 -1.8877  -0.143
C: 0.6858 -0.4465 -1.3529  -0.009
C: 5.1832 1.3161 -2.5848  -0.216
C: 6.0951 -2.6443 2.1851  -0.255
C: -0.4968 -1.5235 3.9828  -0.274
C: 5.9653 -1.1748 1.9522  -0.232
C: 4.5610 -0.9931 2.1491  -0.243
C: 4.8160 -0.9851 -1.7119  -0.261
C: -1.0736 -2.2489 -1.0653  -0.197
H: 0.3486 -0.2466 -2.3499  0.087
H: -4.6017 4.1737 -4.1968  0.134
H: -1.5307 -2.0185 3.6365  0.177
H: -1.8464 -0.5094 0.0763  0.086
H: 5.8442 1.9070 -3.3684  0.136
H: -6.1304 3.0592 1.5952  0.140
H: -0.0758 -0.4932 5.6479  0.111
H: -2.2723 4.4806 -4.0140  0.140
H: 4.0983 -0.6429 -1.0296  0.078
H: 6.3920 -0.7893 2.8180  0.106
H: 5.2527 -3.3917 0.2686  0.118
H: -5.2208 -1.0155 1.1150  0.087
H: 3.9944 -0.3860 1.4550  0.093
H: -6.8046 -0.4486 0.9937  0.102
H: 7.1652 -3.0295 2.1154  0.143
H: -1.6330 2.3155 -6.0742  0.154
H: 4.5153 -1.7734 -3.6109  0.109
H: 5.1472 -4.4086 1.7903  0.087
H: -4.9914 -0.5904 2.9042  0.055
H: 1.6796 0.0104 -1.0204  0.135
H: -4.4679 2.6151 2.1467  0.145
H: 3.1070 -1.2377 -3.0355  0.073
H: -2.6516 4.4039 -5.7657  0.123
H: 4.6791 2.0157 -1.8492  0.117
H: -0.0147 0.2846 -0.9830  0.076
H: 6.4142 -0.8684 0.9483  0.138
H: -0.9571 2.7571 -4.5465  0.022
H: 4.1375 -0.8470 3.1748  0.124
H: -4.9065 1.6264 -3.3467  0.144
H: -3.6396 2.8685 -2.5032  0.130
H: -1.5739 -1.1218 5.7052  0.097
H: -6.4413 -0.8404 3.1686  0.144
H: 6.1917 0.4417 -0.7809  0.144
H: -7.2436 1.6825 2.8967  0.177
H: -1.9854 1.2479 5.2107  0.113
H: -0.0095 1.7239 3.6405  0.083
H: -2.7294 -1.3121 -1.0096  0.020
H: 6.6872 -0.2246 -2.6300  0.118
H: -2.4978 -2.2617 0.4121  0.147
H: 5.9432 -2.8644 3.3303  0.162
H: -4.4826 2.8571 -5.5052  0.145
H: -1.2268 1.3064 2.4571  0.121
H: -5.8780 1.7466 3.8386  0.045
H: 0.6799 -1.7542 0.0370  0.000
H: 5.1437 -1.8549 -1.3217  0.069
H: 0.9726 -2.4831 -1.2631  0.106
H: -2.5470 0.0831 4.0485  0.118
H: 0.4082 -2.2430 4.4252  0.201

Forces on atoms 1 to 2 (eV/Å):
S -4.1 0.1 -1.2
S 4.8 1.6 -1.3

=====

[2]
The following is a DFT calculation (wB97M-V/def2-TZVPD) of a cluster of 3 separate species, C23H49BrN3O6 in total.

Computed properties:
LUMO level = -2.5604 eV
Frontier orbital gap = 8.489 eV
Multiplicity = 1
Charge = +1

Each line ends with the Löwdin charge.
CARTESIAN COORDINATES (ANGSTROEM)
Br: 5.2435 1.3586 1.5780  0.687
O: 1.7484 -5.0252 2.1880  -0.129
O: -0.1829 -4.2689 -0.0854  -0.183
O: 0.1498 -7.4882 1.2769  -0.200
O: -1.6548 2.7038 -6.1625  -0.203
O: -0.1733 2.4055 -3.0104  -0.181
O: 1.1304 1.4987 -5.6476  -0.122
N: -1.3327 0.3534 1.2724  0.183
N: 0.6077 1.2532 1.7364  0.046
N: -1.5014 1.4765 2.0004  -0.006
C: 2.7838 0.7963 2.9306  -0.259
C: 1.9515 -5.0113 0.7833  -0.180
C: 1.1833 -3.9277 0.0615  -0.206
C: -3.2353 3.3118 2.0350  -0.190
C: -2.0819 3.6143 -7.1542  -0.109
C: -0.2037 3.3182 3.0653  -0.113
C: 4.1130 1.4772 3.1663  -0.572
C: 0.4329 -7.0661 2.5993  -0.207
C: 2.0672 1.3944 1.7110  -0.155
C: -0.9971 -3.1390 -0.2647  -0.113
C: -2.8967 1.8548 2.3256  -0.305
C: -2.7409 3.8366 0.6784  -0.062
C: -0.3350 2.0510 2.3043  -0.127
C: 0.5775 -8.8111 1.0270  -0.106
C: -0.1434 0.8728 -5.7341  -0.181
C: 1.0977 3.5758 3.8059  -0.057
C: 0.5211 -5.5592 2.6718  -0.183
C: 1.1596 2.6204 -3.4594  -0.192
C: -0.2276 1.8127 -1.7471  -0.144
C: -0.0498 0.2386 1.1182  -0.088
C: -1.0879 1.5267 -6.7159  -0.204
C: -3.2640 1.4403 3.7387  -0.020
C: 1.2156 2.7381 -4.9657  -0.181
H: 4.6566 0.9930 3.9584  0.065
H: -1.8999 0.8261 -6.9526  0.130
H: 1.6161 -3.7835 -0.9383  0.132
H: -2.8240 2.0848 4.4887  0.080
H: 3.0130 -0.2357 2.6880  0.111
H: 0.9210 4.4095 4.4736  0.092
H: 0.2043 2.4780 -0.9811  0.083
H: -0.5432 1.7599 -7.6375  0.130
H: 2.3442 2.4182 1.5126  0.118
H: -0.6071 0.7744 -4.7510  0.119
H: 1.6571 -8.9110 1.1858  0.089
H: 0.3555 -9.0374 -0.0135  0.089
H: -2.1978 3.0952 0.1095  0.048
H: 4.0077 2.5320 3.3606  0.049
H: -2.0993 4.7032 0.7926  0.073
H: 0.3023 0.8495 -1.7390  0.085
H: 1.2810 -2.9911 0.6307  0.109
H: 2.1728 0.7958 3.8221  0.108
H: -3.5657 4.1503 0.0565  0.080
H: -2.8506 3.9488 2.8214  0.098
H: 1.7620 -5.9894 0.3399  0.126
H: 0.0469 -9.5246 1.6668  0.090
H: 2.4032 0.8416 0.8468  0.108
H: -4.3407 1.4999 3.8141  0.094
H: 0.4919 -5.2794 3.7272  0.126
H: -2.8787 3.1826 -7.7695  0.090
H: 1.8054 1.7923 -3.1423  0.127
H: 1.3777 -7.4990 2.9472  0.129
H: -0.3361 -5.0928 2.1831  0.120
H: -0.9952 3.3076 3.8008  0.111
H: 3.0143 -4.7926 0.6572  0.130
H: -2.4665 4.4969 -6.6474  0.087
H: 1.3946 2.7532 4.4345  0.077
H: -0.7455 -2.6147 -1.1964  0.091
H: -1.2470 3.9145 -7.7969  0.090
H: 0.5217 -0.5033 0.5980  0.133
H: -1.2750 1.6284 -1.5094  0.082
H: -0.3769 -7.4091 3.2575  0.130
H: -3.5018 1.2683 1.6516  0.149
H: -2.9937 0.4006 3.8865  0.090
H: 1.5292 3.5532 -3.0118  0.129
H: -0.8932 -2.4533 0.5875  0.061
H: -2.0317 -3.4706 -0.3143  0.095
H: 0.0660 -0.1339 -6.1008  0.129
H: 1.9012 3.8891 3.1587  0.075
H: -4.3086 3.4217 2.0752  0.121
H: -0.4196 4.1402 2.3939  0.127
H: 0.4747 3.4502 -5.3324  0.125
H: 2.2028 3.1293 -5.2204  0.131

Forces on atoms 1 to 2 (eV/Å):
Br 0.0 0.0 0.1
O -0.1 0.1 0.0

=====

[3]
The following is a DFT calculation (wB97M-V/def2-TZVPD) of a structure of composition C23H49N2OP3PdSe in a non-equilibrium geometry.

Computed properties:
LUMO level (alpha / beta) = -10.2901 / -13.9355 eV
Frontier orbital gap (alpha / beta) = 8.292 / 5.937 eV
Multiplicity = 5
Charge = +4

Each line ends with the Mulliken spin population.
CARTESIAN COORDINATES (ANGSTROEM)
Pd: -0.1579 -0.2809 -0.9064  0.945
Se: 1.4209 0.6135 -4.0397  0.412
P: -1.3389 -0.8658 1.2043  0.230
P: 1.1450 -2.1845 -0.8170  0.132
P: -1.9659 -0.9038 -2.1803  0.172
O: 2.0701 1.3445 1.8325  -0.041
N: 3.6062 1.2708 3.5303  0.478
N: 2.0735 3.0243 3.3891  0.433
C: 2.0388 -2.2787 0.7685  0.061
C: -2.9572 -0.0335 1.3595  0.031
C: 3.4038 2.7192 5.4022  0.016
C: 2.5738 3.6744 4.5735  -0.001
C: 2.4643 2.4107 -6.0843  0.047
C: 2.6905 3.6522 -6.6962  0.033
C: 0.2942 -3.7930 -0.9313  -0.012
C: 2.4536 -2.3520 -2.0620  0.042
C: -1.5281 -1.3442 -3.8809  0.062
C: -3.0861 0.5243 -2.2941  0.044
C: 0.2263 1.9488 -1.0955  0.072
C: -1.7228 -2.6098 1.6275  0.020
C: 1.7920 2.3439 -4.8382  0.253
C: 1.0209 3.6825 2.6611  -0.008
C: 2.2394 4.8382 -6.0906  0.209
C: 4.1485 0.0574 2.9780  -0.011
C: -0.6934 1.8452 -0.0505  -0.020
C: 2.5612 1.8551 2.8598  -0.038
C: -3.0156 -2.3003 -1.6535  0.000
C: 1.5994 4.7700 -4.8456  0.060
C: -0.4464 -0.2941 2.6890  0.081
C: 1.3760 3.5351 -4.2262  0.022
C: 4.3763 2.0019 4.5023  -0.012
H: -3.5710 -2.0849 -0.7348  -0.001
H: 4.4996 0.2105 1.9449  0.033
H: 2.3865 5.8041 -6.5888  -0.002
H: 1.7154 4.0658 5.1387  0.017
H: 3.1834 4.5481 4.2786  0.037
H: -0.2841 -3.8556 -1.8596  -0.001
H: -1.0245 -2.3198 -3.8888  0.001
H: 2.6288 -3.2073 0.7621  0.001
H: -3.7412 -2.5065 -2.4532  0.009
H: 3.9308 3.2704 6.1815  -0.001
H: 0.5914 -0.6499 2.6856  -0.010
H: 1.0815 -4.5576 -0.9432  0.001
H: -0.3672 -3.9797 -0.0802  0.003
H: 4.9955 1.2693 5.0232  0.009
H: 1.4059 0.8711 -2.5071  0.016
H: 1.2787 2.0757 -0.8305  0.023
H: 5.0549 2.7258 4.0187  0.040
H: -3.3629 -0.2603 2.3543  0.007
H: -0.3158 1.9080 0.9683  -0.005
H: 3.2166 3.7041 -7.6535  0.005
H: -3.6769 0.6296 -1.3764  0.002
H: 0.8711 3.4869 -3.2616  0.010
H: 0.0552 3.1813 2.8188  0.030
H: 3.1701 -1.5296 -1.9608  -0.009
H: -3.6680 -0.3841 0.6032  0.001
H: 1.2704 5.6898 -4.3579  0.005
H: -0.8393 -0.5952 -4.3027  -0.016
H: 0.9302 4.7041 3.0416  0.006
H: 3.3816 -0.7309 2.9826  0.025
H: 2.7357 1.9929 5.8854  0.003
H: -2.2623 -2.6121 2.5849  0.009
H: 2.9645 -3.3141 -1.9011  0.006
H: -3.7620 0.3775 -3.1472  0.010
H: -2.4425 -1.3953 -4.4873  0.015
H: -2.4059 -3.1985 -1.5000  0.002
H: 1.3555 -2.2998 1.6294  -0.006
H: -2.3651 -3.0673 0.8660  0.001
H: -2.5022 1.4409 -2.4411  -0.011
H: -1.7529 2.0369 -0.2290  0.006
H: 1.2345 3.6862 1.5852  0.011
H: -0.4296 0.8021 2.7162  -0.011
H: -2.8269 1.0493 1.2656  -0.001
H: 2.7939 1.4891 -6.5631  -0.006
H: 2.7053 -1.4090 0.8662  0.005
H: -0.1302 2.2804 -2.0755  0.013
H: 2.0197 -2.3282 -3.0687  0.004
H: 4.9810 -0.2672 3.6124  0.003
H: -0.8066 -3.1972 1.7491  -0.001
H: -0.9607 -0.6701 3.5848  0.001

Forces on atoms 1 to 2 (eV/Å):
Pd 0.0 0.0 1.5
Se 1.1 1.2 -0.3

=====

For each record above, in turn, the calculated relative energy (zero: lowest compared OMol25 entry of this formula, charge and spin) values are 194.0, 8.4, 0.0 kcal/mol.
For each record above, in turn, the calculated energy values are -3777.86980, -4095.13903, -4642.39347 a.u..